The molecule C20H15N3O7 in a non-equilibrium geometry. Source: the Open Molecules 2025 dataset; level of theory: the ωB97M-V functional and the def2-TZVPD basis.

Last column: Mulliken charge in e.
Geometry (Å):
C1 -1.1452 -1.8871 -1.5692  -0.784
O1 -1.8785 -0.7623 -1.1360  -0.434
C2 -1.2078 0.2985 -0.6380  0.896
C3 0.1638 0.4903 -0.7182  -0.621
C4 0.7634 1.6272 -0.1712  0.449
C5 2.2079 1.7360 -0.2310  -0.529
N1 2.8420 2.4793 0.5851  -0.622
N2 4.1963 2.4931 0.6441  -0.035
C6 5.1322 1.5144 0.4504  -0.032
O2 6.3128 1.7696 0.5564  -0.633
C7 4.6229 0.1402 0.1439  -0.056
C8 5.1382 -0.5413 -0.9552  -0.380
C9 4.6396 -1.7852 -1.3098  -0.710
C10 3.6114 -2.3521 -0.5797  -0.602
C11 3.1400 -1.6880 0.5469  -0.102
N3 2.0448 -2.2562 1.2962  1.111
O3 1.3139 -3.0197 0.6992  -0.624
O4 1.9138 -1.9176 2.4485  -0.610
C12 3.6550 -0.4626 0.9393  0.550
C13 -0.0197 2.5950 0.4516  -0.873
C14 -1.3893 2.4295 0.5140  -0.596
C15 -1.9817 1.2979 -0.0177  0.542
O5 -3.3581 1.1704 0.0325  -0.385
C16 -3.8721 0.0985 0.6767  0.607
O6 -3.2300 -0.6706 1.3423  -0.597
C17 -5.3205 0.0201 0.4938  0.122
C18 -6.2110 -0.8913 1.0117  -0.422
C19 -7.4772 -0.5185 0.5221  -0.419
C20 -7.2653 0.5864 -0.2532  -0.387
O7 -5.9743 0.9168 -0.2761  -0.292
H1 -0.5010 -2.2764 -0.7756  0.287
H2 -0.5473 -1.6559 -2.4569  0.326
H3 -1.8911 -2.6374 -1.8235  0.266
H4 0.7865 -0.2534 -1.1924  0.400
H5 2.7028 1.1006 -0.9705  0.573
H6 4.5607 3.3557 1.0367  0.273
H7 5.9207 -0.0763 -1.5353  0.478
H8 5.0424 -2.3032 -2.1660  0.418
H9 3.1757 -3.3003 -0.8555  0.530
H10 3.2664 0.0168 1.8257  0.574
H11 0.4569 3.4627 0.8758  0.453
H12 -2.0190 3.1678 0.9851  0.466
H13 -5.9670 -1.7109 1.6550  0.526
H14 -8.4135 -0.9996 0.7160  0.448
H15 -7.9406 1.1993 -0.8181  0.451

Cartesian forces, eV/Å:
C 0.1 -0.2 -0.1
O -0.1 0.4 0.1
C -0.3 0.3 0.1
C 0.0 0.0 0.0
C -0.8 0.1 0.1
C 0.9 -0.1 -0.2
N -1.1 0.0 0.2
N 0.6 0.6 -0.1
C 0.0 -0.1 0.0
O 0.1 -0.1 -0.1
C 0.2 -0.5 0.0
C -0.1 0.2 0.2
C 0.0 0.0 0.1
C -0.2 0.0 0.2
C 0.9 0.5 -0.6
N -0.3 -0.1 0.2
O -0.2 -0.3 0.0
O -0.1 0.0 0.3
C 0.0 -0.2 0.0
C 0.2 -0.2 -0.2
C -0.2 -0.3 -0.1
C 0.4 -0.3 0.0
O 0.1 0.3 -0.3
C 0.2 -0.3 0.4
O -0.3 0.2 -0.2
C -0.4 -0.9 0.5
C 0.8 0.5 -0.3
C -0.1 0.5 -0.3
C -0.6 -0.5 0.3
O 0.4 0.4 -0.2
H 0.0 0.1 0.0
H 0.0 0.0 0.0
H 0.1 0.0 0.0
H 0.1 -0.1 -0.1
H 0.0 0.1 0.1
H 0.0 -0.3 -0.1
H 0.1 0.0 -0.1
H 0.0 -0.1 -0.1
H 0.0 0.0 0.0
H -0.1 0.1 0.0
H 0.0 0.1 0.1
H -0.1 0.1 0.0
H 0.1 -0.2 0.1
H -0.2 0.0 0.0
H 0.0 0.1 -0.1

Summary:
relative energy (zero: lowest compared OMol25 entry of this formula, charge and spin): 326.5 kJ/mol
E_LUMO: -0.70 eV
total energy: -1461.9526 a.u.
HOMO: -8.4 eV
structure (SMILES): COc1cc(/C=N/NC(=O)c2cccc([N+](=O)[O-])c2)ccc1OC(=O)c1ccco1
orbital gap: 7.726 eV
F_max: 1.247 eV Å⁻¹

=====

The molecule C20H15N5O2S in a non-equilibrium geometry. Source: the Open Molecules 2025 dataset; level of theory: the ωB97M-V functional and the def2-TZVPD basis.

Last column: Mulliken charge in e.
Geometry (Å):
N1 5.2236 -2.2824 3.0945  -0.486
C1 4.2355 -2.1512 2.2411  0.710
O1 3.2970 -1.4011 2.5969  -0.732
C2 4.1781 -2.8982 1.0122  0.259
C3 5.0513 -4.1170 0.8947  -0.992
C4 5.0094 -4.6916 -0.3091  -0.469
S1 3.6115 -4.1557 -1.3092  -0.059
C5 3.4031 -2.7738 -0.1314  0.384
N2 2.6232 -1.6152 -0.1853  -0.082
C6 1.5242 -1.3659 -1.0155  0.204
O2 1.3992 -2.0714 -2.0144  -0.656
C7 0.6196 -0.2776 -0.7195  0.488
N3 0.0791 0.4128 -1.7864  -0.650
C8 -0.7803 1.1678 -1.1888  0.534
C9 -1.7831 1.9062 -1.9815  -0.260
C10 -2.2051 1.3753 -3.1970  -0.214
C11 -3.0958 2.0457 -4.0621  -0.742
C12 -3.5416 3.2915 -3.6739  -0.135
C13 -3.1419 3.8810 -2.4796  -1.113
C14 -2.2469 3.1072 -1.6357  0.366
N4 -0.8346 0.7800 0.1797  1.063
C15 -1.9047 0.9228 0.9767  -0.021
C16 -3.2292 0.6158 0.6691  0.363
C17 -4.2085 0.7600 1.6497  -0.682
C18 -3.8520 1.3259 2.8496  -0.401
C19 -2.5267 1.7211 3.1945  -0.701
C20 -1.5648 1.5277 2.2140  -0.078
N5 0.1052 -0.1189 0.4278  -1.029
H1 6.1050 -2.6605 2.7029  0.220
H2 5.1858 -1.5474 3.8119  0.281
H3 5.6788 -4.5096 1.7148  0.366
H4 5.7323 -5.5181 -0.4996  0.365
H5 2.5797 -1.0434 0.7016  0.355
H6 -1.7657 0.4602 -3.5980  0.404
H7 -3.4117 1.5941 -5.0519  0.329
H8 -4.1817 3.8772 -4.3274  0.354
H9 -3.3860 4.8258 -2.1665  0.500
H10 -1.7563 3.4947 -0.7188  0.336
H11 -3.6017 0.2268 -0.3864  0.216
H12 -5.2397 0.4602 1.4071  0.369
H13 -4.6173 1.2484 3.5068  0.439
H14 -2.2366 2.2374 4.1827  0.280
H15 -0.5298 1.9337 2.4094  0.318

Cartesian forces, eV/Å:
N 2.9 -0.6 0.5
C -4.0 2.2 0.0
O 0.4 -0.2 -0.9
C 1.7 -3.7 -1.5
C -0.5 1.9 0.4
C -0.2 -1.4 -0.2
S 1.3 2.0 1.7
C 0.1 0.4 1.2
N -1.9 1.2 0.7
C 2.9 -3.0 -1.7
O -0.5 0.7 0.8
C 1.1 -0.8 -2.9
N 1.5 0.0 1.0
C -1.4 -1.7 0.9
C 0.3 -1.4 -0.8
C -0.4 -0.7 -2.1
C 0.7 -1.2 0.1
C -0.6 1.4 0.2
C 2.3 -4.0 0.6
C -0.9 3.6 0.7
N 0.5 1.5 -4.5
C -1.9 1.7 3.5
C -0.5 -1.1 -2.4
C 0.7 0.3 -1.0
C 2.1 -0.4 -0.4
C -0.5 0.4 0.2
C 0.1 0.6 0.8
N -0.5 0.1 1.5
H -0.7 0.7 1.0
H 0.5 -0.8 -0.4
H -0.2 0.5 -0.7
H -1.3 0.5 -0.5
H 0.5 -1.2 -0.7
H -0.1 0.0 0.5
H 0.5 0.6 1.4
H 0.0 -0.2 0.0
H -0.8 2.1 0.4
H -0.9 0.4 -0.5
H 1.3 0.7 2.3
H 0.6 0.2 0.4
H -2.0 0.6 2.6
H -0.8 -1.1 -1.7
H -1.2 -0.9 -0.5

Summary:
relative energy (zero: lowest compared OMol25 entry of this formula, charge and spin): 0.0 kJ/mol
E_LUMO: 0.40 eV
total energy: -1593.5334 a.u.
HOMO: -8.3 eV
structure (SMILES): NC(=O)c1ccsc1NC(=O)c1nc(-c2ccccc2)n(-c2ccccc2)n1
orbital gap: 8.682 eV
F_max: 4.747 eV Å⁻¹

=====

A structure of composition C20H15O9RhS5Sb. Source: the Open Molecules 2025 dataset; level of theory: the ωB97M-V functional and the def2-TZVPD basis.

Last column: Löwdin spin population.
Geometry (Å):
Rh1 -0.1929 -0.3079 0.2486  0.016
S1 0.6410 1.6607 -4.6005  0.294
Sb1 -0.0409 1.5777 -2.4310  0.347
S2 -1.4258 -0.2073 -1.7138  0.155
S3 1.4765 0.9425 -0.7332  0.170
O1 1.6336 -0.8951 4.3190  0.000
S4 0.5339 -0.5055 3.4762  0.000
O2 -0.6444 -1.3740 3.5573  0.000
O3 0.9354 -0.2887 2.0774  0.001
C1 -0.0054 1.1035 4.0978  0.000
C2 0.6316 1.5036 5.2650  0.000
C3 0.3239 2.7072 5.8840  0.000
C4 -0.6355 3.5288 5.3275  0.000
C5 -1.2793 3.1357 4.1618  0.000
C6 -0.9828 1.9333 3.5345  0.000
S5 -1.9721 1.5832 2.0548  0.000
O4 -2.8124 2.7463 1.8914  0.000
O5 -2.6494 0.3369 2.3146  0.000
O6 -0.9550 1.5049 0.9659  0.002
H1 1.3888 0.8507 5.6747  0.000
H2 0.8414 2.9947 6.7916  0.000
H3 -0.8890 4.4751 5.7905  0.000
H4 -2.0342 3.7609 3.7074  0.000
O7 -1.5515 -1.7707 1.0924  0.001
C7 -1.2357 -3.1027 0.6786  0.001
C8 0.1263 -3.1298 -0.0783  0.001
O8 0.5871 -4.2012 -0.4460  0.000
O9 0.6574 -1.9959 -0.3745  0.005
C9 -1.3119 -4.0139 1.9071  0.000
C10 -0.3577 -4.9724 2.2210  0.000
C11 -0.5141 -5.7682 3.3506  0.000
C12 -1.6156 -5.6167 4.1754  0.000
C13 -2.5711 -4.6565 3.8656  0.000
C14 -2.4217 -3.8676 2.7401  0.000
C15 -2.3422 -3.5313 -0.2912  0.002
C16 -2.2714 -4.7749 -0.9157  0.000
C17 -3.2813 -5.1854 -1.7683  0.000
C18 -4.3753 -4.3608 -2.0065  0.000
C19 -4.4471 -3.1265 -1.3829  0.001
C20 -3.4363 -2.7097 -0.5247  0.002
H5 -1.3856 -1.6337 2.0637  0.000
H6 0.5015 -5.0896 1.5777  0.000
H7 0.2442 -6.5054 3.5875  0.000
H8 -1.7268 -6.2332 5.0598  0.000
H9 -3.4314 -4.5147 4.5082  0.000
H10 -3.1654 -3.1152 2.5081  0.000
H11 -1.4080 -5.4030 -0.7389  0.000
H12 -3.2123 -6.1515 -2.2547  0.000
H13 -5.1610 -4.6789 -2.6820  0.000
H14 -5.2860 -2.4675 -1.5707  0.000
H15 -3.4921 -1.7431 -0.0402  0.000

Cartesian forces, eV/Å:
Rh 0.0 0.1 -0.2
S 0.0 0.0 -0.1
Sb -0.1 0.0 0.2
S 0.0 0.0 0.0
S 0.1 0.1 -0.1
O 0.1 0.0 0.0
S -0.8 -0.3 -0.2
O 0.3 0.2 0.2
O 0.4 0.0 0.0
C 0.1 -0.1 0.1
C 0.1 0.1 0.1
C 0.0 -0.1 0.0
C -0.1 0.0 -0.1
C 0.0 0.1 0.0
C -0.1 0.0 0.0
S 0.2 0.1 0.1
O 0.0 0.0 0.0
O 0.0 0.1 -0.1
O -0.3 -0.2 0.0
H 0.0 0.0 0.0
H 0.0 0.0 0.0
H 0.0 0.0 0.0
H 0.0 0.0 0.0
O 0.2 0.2 0.1
C -0.1 0.1 0.1
C 0.0 0.3 -0.5
O 0.0 -0.2 0.2
O -0.1 -0.2 0.3
C 0.1 -0.1 0.0
C 0.0 0.1 0.0
C 0.0 0.0 0.0
C 0.0 0.0 0.0
C 0.0 0.0 0.0
C 0.0 0.0 -0.1
C 0.1 -0.1 -0.1
C 0.0 0.0 0.0
C 0.0 0.0 0.0
C 0.0 0.0 0.0
C 0.0 0.0 0.0
C 0.0 0.0 0.0
H 0.0 -0.1 0.0
H 0.0 0.0 0.0
H 0.0 0.0 0.0
H 0.0 0.0 0.0
H 0.0 0.0 0.0
H 0.0 0.0 0.0
H 0.0 0.0 0.0
H 0.0 0.0 0.0
H 0.0 0.0 0.0
H 0.0 0.0 0.0
H 0.0 0.0 0.0

Summary:
relative energy (zero: lowest compared OMol25 entry of this formula, charge and spin): 0.0 kJ/mol
E_LUMO (spin up / spin down): 4.46 / 3.47 eV
total energy: -3790.2785 a.u.
HOMO (spin up / spin down): -2.1 / -2.9 eV
total charge: -2
orbital gap (spin up / spin down): 6.591 / 6.343 eV
expectation value of S²: 0.76
F_max: 0.886 eV Å⁻¹
2S+1: 2

=====

The molecule C20H16ClN5O3 in a non-equilibrium geometry. Source: the Open Molecules 2025 dataset; level of theory: the ωB97M-V functional and the def2-TZVPD basis.

Last column: Mulliken charge in e.
Geometry (Å):
O1 -4.6836 -0.8689 -1.9911  -0.601
C1 -3.7394 -1.1740 -1.3176  0.667
C2 -2.4347 -1.7254 -1.8844  -0.823
N1 -1.3118 -1.4650 -1.0115  -0.010
C3 -0.9391 -0.1839 -0.7871  -0.073
N2 -0.0101 0.2176 0.0110  -0.499
C4 0.6050 -0.7983 0.6596  1.240
C5 0.3126 -2.1634 0.5292  0.249
N3 1.1482 -2.8353 1.3586  -0.535
N4 1.8933 -1.9985 1.9542  -0.711
N5 1.5963 -0.7480 1.5684  0.730
C6 2.3323 0.4011 2.0249  -1.311
C7 3.5114 0.6502 1.1161  0.603
C8 3.5654 1.7741 0.3050  -0.347
C9 4.6420 1.9784 -0.5401  -0.660
C10 5.6634 1.0428 -0.5782  0.371
Cl1 7.0100 1.2932 -1.6307  -0.215
C11 5.6162 -0.0934 0.2157  -0.719
C12 4.5390 -0.2842 1.0603  -0.273
C13 -0.7310 -2.5959 -0.3600  -0.001
O2 -1.1327 -3.7066 -0.6017  -0.637
O3 -3.6792 -1.0898 0.0078  -0.223
C14 -4.8131 -0.5126 0.6668  -1.014
C15 -4.7997 0.9878 0.5323  0.734
C16 -3.6366 1.6897 0.8263  -0.192
C17 -3.5955 3.0642 0.6791  -0.692
C18 -4.7187 3.7485 0.2455  -0.406
C19 -5.8797 3.0533 -0.0462  -0.560
C20 -5.9197 1.6763 0.0902  -0.491
H1 -2.2751 -1.3060 -2.8807  0.333
H2 -2.5242 -2.8169 -1.9643  0.388
H3 -1.4784 0.5743 -1.3397  0.480
H4 1.6551 1.2575 2.0241  0.513
H5 2.6712 0.1855 3.0415  0.351
H6 2.7630 2.4960 0.3306  0.351
H7 4.6881 2.8543 -1.1677  0.410
H8 6.4141 -0.8175 0.1716  0.413
H9 4.4857 -1.1697 1.6764  0.409
H10 -5.7298 -0.9302 0.2402  0.424
H11 -4.7124 -0.8195 1.7111  0.333
H12 -2.7609 1.1525 1.1625  0.500
H13 -2.6856 3.6003 0.9043  0.400
H14 -4.6874 4.8218 0.1318  0.383
H15 -6.7557 3.5831 -0.3893  0.375
H16 -6.8209 1.1336 -0.1522  0.339

Cartesian forces, eV/Å:
O -0.1 0.0 0.0
C 0.2 -0.1 -0.4
C -0.4 0.0 -0.2
N 0.2 -0.2 0.0
C 0.2 0.3 0.0
N 0.2 0.5 0.2
C -0.5 -1.2 -0.3
C 0.3 1.3 0.2
N -0.4 -0.9 -0.3
N 0.9 0.0 0.9
N -1.0 0.0 -0.6
C 0.4 0.2 0.0
C 0.0 0.1 0.0
C 0.0 -0.1 0.1
C 0.1 0.0 -0.1
C -0.2 0.0 0.1
Cl 0.2 0.0 -0.1
C 0.0 0.0 0.0
C 0.0 0.1 0.0
C 0.0 0.0 0.0
O 0.0 -0.2 0.1
O 0.2 -0.1 0.3
C -0.4 0.1 0.1
C 0.0 -0.1 -0.1
C -0.1 0.0 0.0
C 0.1 0.0 0.0
C 0.0 0.1 0.0
C -0.1 0.1 0.0
C 0.1 -0.1 0.1
H -0.1 0.0 0.1
H 0.0 0.3 0.0
H -0.2 0.0 -0.1
H 0.1 -0.1 0.1
H -0.2 0.1 -0.1
H -0.1 0.1 0.0
H 0.0 0.1 -0.1
H 0.1 0.0 0.0
H 0.0 -0.1 0.1
H 0.1 0.0 0.1
H 0.0 0.0 -0.2
H 0.1 0.0 0.1
H 0.1 0.1 0.0
H 0.0 0.1 0.0
H -0.1 0.0 0.0
H -0.1 -0.1 -0.1

Summary:
relative energy (zero: lowest compared OMol25 entry of this formula, charge and spin): 1.6 kJ/mol
E_LUMO: 0.30 eV
total energy: -1731.4601 a.u.
HOMO: -9.4 eV
structure (SMILES): O=C(Cn1cnc2c(nnn2Cc2ccc(Cl)cc2)c1=O)OCc1ccccc1
orbital gap: 9.654 eV
F_max: 1.381 eV Å⁻¹

=====

The molecule C20H16N2O2S2. Source: the Open Molecules 2025 dataset; level of theory: the ωB97M-V functional and the def2-TZVPD basis.

Last column: Mulliken charge in e.
Geometry (Å):
C1 2.6810 0.0770 2.1538  -1.162
C2 2.7908 0.6907 0.7588  -0.566
N1 1.9984 -0.0598 -0.2058  0.181
C3 0.6445 -0.1138 -0.0572  -0.423
N2 0.0317 0.8378 0.7721  0.155
C4 0.0670 2.2017 0.6107  0.318
O1 0.8399 2.7701 -0.1348  -0.677
C5 -0.8931 2.9325 1.4416  0.074
C6 -1.0589 4.2929 1.4392  -0.611
C7 -2.0654 4.7253 2.3203  -0.485
C8 -2.6554 3.6945 2.9841  -0.402
S1 -1.9984 2.1745 2.5488  -0.109
C9 -0.1361 -1.1058 -0.6025  0.585
C10 -1.5766 -1.1492 -0.5075  0.407
C11 -2.4956 -0.1356 -0.3658  -0.378
C12 -3.8232 -0.5969 -0.3247  -0.858
C13 -3.9034 -1.9499 -0.4266  -0.421
S2 -2.3678 -2.6914 -0.6283  -0.075
C14 0.5016 -2.2354 -1.2589  0.333
O2 -0.0982 -3.2770 -1.5085  -0.793
C15 1.8958 -2.0071 -1.6252  0.555
C16 2.5127 -2.8947 -2.5114  -0.585
C17 3.8073 -2.6943 -2.9233  -0.668
C18 4.4990 -1.5787 -2.4602  -0.620
C19 3.9154 -0.7004 -1.5754  -0.719
C20 2.6067 -0.9048 -1.1182  0.326
H1 1.6662 0.1346 2.5380  0.268
H2 3.3375 0.6116 2.8352  0.421
H3 2.9837 -0.9680 2.1281  0.315
H4 3.8326 0.6556 0.4519  0.336
H5 2.4805 1.7358 0.7607  0.330
H6 -0.7881 0.4691 1.2435  0.322
H7 -0.4691 4.9402 0.8161  0.494
H8 -2.3420 5.7550 2.4562  0.418
H9 -3.4444 3.7335 3.7091  0.455
H10 -2.2476 0.9113 -0.3629  0.694
H11 -4.6727 0.0556 -0.2239  0.416
H12 -4.7886 -2.5546 -0.4302  0.445
H13 1.9265 -3.7310 -2.8614  0.465
H14 4.2799 -3.3799 -3.6092  0.403
H15 5.5054 -1.3900 -2.8034  0.403
H16 4.4764 0.1696 -1.2735  0.434

Cartesian forces, eV/Å:
C 0.1 0.0 -0.2
C 0.2 0.3 0.6
N -0.3 0.3 -0.1
C -0.3 -0.3 -0.3
N 0.1 -0.3 0.1
C 0.3 0.1 -0.2
O -0.1 0.0 -0.1
C -0.5 0.3 0.4
C 0.2 -0.5 -0.1
C -0.1 0.0 0.1
C 0.1 -0.4 0.0
S 0.2 0.6 -0.2
C 0.4 0.1 -0.1
C -0.4 -0.2 0.0
C 0.3 -0.1 -0.1
C -0.3 -0.1 0.1
C 0.3 -0.1 0.0
S -0.8 0.5 0.2
C 0.2 0.2 0.3
O 0.4 0.0 -0.2
C 0.3 0.1 0.0
C 0.1 0.1 0.0
C -0.1 -0.1 0.0
C 0.0 0.1 0.1
C 0.2 0.1 0.0
C -0.1 -0.6 -0.4
H 0.0 0.0 0.0
H 0.1 0.0 0.1
H 0.0 -0.1 0.0
H -0.2 0.0 0.0
H 0.1 -0.2 -0.1
H 0.1 0.0 -0.2
H 0.1 0.1 -0.1
H -0.1 0.2 0.0
H -0.2 0.1 0.1
H 0.1 0.1 0.0
H -0.2 0.1 0.0
H -0.2 -0.1 0.0
H 0.0 -0.1 0.0
H 0.0 -0.1 -0.1
H 0.1 0.0 0.0
H 0.0 0.0 0.0

Summary:
relative energy (zero: lowest compared OMol25 entry of this formula, charge and spin): 0.0 kJ/mol
E_LUMO: -0.11 eV
total energy: -1828.1295 a.u.
HOMO: -7.6 eV
structure (SMILES): CCn1c(NC(=O)c2cccs2)c(-c2cccs2)c(=O)c2ccccc21
orbital gap: 7.459 eV
F_max: 0.913 eV Å⁻¹